(1)
Molecular formula: CH4N2S2
Method: DFT, ωB97M-V/def2-TZVPD

Summary:
* frontier orbital gap (alpha / beta): 7.268 / 7.270 eV
* highest occupied orbital energy (alpha / beta): -8.43 / -8.43 eV
* DFT total energy: -25748.6140 eV
* total charge: 0
* strongest force on any atom: 3.85 eV Å⁻¹

Last column: Löwdin charge in e.
Cartesian coordinates (Å):
C: -1.45191 0.44120 0.16392  -0.772
N: -0.55420 0.21466 -0.81388  -0.062
N: 1.34214 0.39093 -0.47626  -0.454
S: -2.70323 -0.64216 0.48429  0.529
S: 1.95867 -0.71246 0.51636  0.685
H: -1.21418 1.14267 0.92181  0.033
H: -0.49842 -0.74735 -1.20166  0.075
H: 1.47573 0.12601 -1.45347  0.024
H: 1.64540 -0.21349 1.85888  -0.058



(2)
Molecular formula: CH4N2Si
Method: DFT, ωB97M-V/def2-TZVPD

Summary:
* structure (SMILES): N#CN[SiH3]
* frontier orbital gap: 10.723 eV
* highest occupied orbital energy: -10.22 eV
* DFT total energy: -11958.6292 eV
* total charge: 0
* strongest force on any atom: 1.91 eV Å⁻¹

Last column: Löwdin charge in e.
Cartesian coordinates (Å):
N: -0.98137 1.68376 1.87809  0.123
C: -0.84546 0.75024 1.23281  -0.429
N: -0.68429 -0.24799 0.33854  -0.162
Si: 0.62476 -0.30270 -0.82318  0.620
H: -0.87966 -1.04756 0.88228  0.071
H: 1.01469 0.94580 -1.66684  -0.054
H: 0.02086 -1.09185 -1.85525  -0.091
H: 1.73047 -0.68969 0.01355  -0.079



(3)
Molecular formula: CH4N2Si
Method: DFT, ωB97M-V/def2-TZVPD

Summary:
* frontier orbital gap: 9.040 eV
* highest occupied orbital energy: -8.96 eV
* DFT total energy: -11954.4566 eV
* total charge: 0
* strongest force on any atom: 4.02 eV Å⁻¹

Last column: Löwdin charge in e.
Cartesian coordinates (Å):
C: 0.17851 0.59927 1.12150  -0.332
N: 0.33909 0.91131 -0.23648  -0.192
N: 0.84479 -0.41950 0.30167  -0.189
Si: -0.33651 -0.56940 -0.91741  0.538
H: 0.88395 1.16469 1.76599  0.113
H: -0.90770 0.14494 1.39047  0.112
H: -1.79845 -0.39703 -1.13591  -0.061
H: 0.79632 -1.43428 -2.28984  0.010